Entry 1:
An isolated molecule of C4H6Cl2O in a non-equilibrium geometry. Source: OMol25; level of theory: ωB97M-V/def2-TZVPD.

relative energy (zero: lowest compared OMol25 entry of this formula, charge and spin) = 355.6 kJ/mol
largest force on an atom = 0.159 hartree/bohr
orbital gap = 0.3822 Eh
HOMO level = -10.0 eV
lowest unoccupied orbital energy = 0.391 eV

Bonds (Å) are listed after each position.
Atoms and positions in Å:
1 O -2.01008 0.80939 0.44988  C2 1.483, H8 1.212
2 C -0.73187 1.00770 -0.27518  O1 1.483, C3 1.629, H9 0.972, H10 1.090
3 C 0.25557 -0.05586 0.46495  C2 1.629, C4 1.258, C6 1.532
4 C 1.40076 0.40534 0.70774  C3 1.258, Cl5 1.787, H11 1.155
5 Cl 2.95305 -0.41228 1.04797  C4 1.787
6 C 0.18379 -1.51993 0.02071  C3 1.532, Cl7 1.667, H12 1.044, H13 1.044
7 Cl 0.36855 -1.56233 -1.63558  C6 1.667
8 H -2.83140 0.67930 -0.43137  O1 1.212
9 H -0.70865 1.04020 -1.24655  C2 0.972
10 H -0.65055 2.08823 -0.15546  C2 1.090
11 H 1.57783 1.54361 0.62371  C4 1.155
12 H -0.78715 -1.88719 0.13270  C6 1.044
13 H 0.98016 -2.13616 0.29647  C6 1.044

***

Entry 2:
A cluster of 3 separate species, C4H6Cl2OS in total in a non-equilibrium geometry. Source: OMol25; level of theory: ωB97M-V/def2-TZVPD.

relative energy (zero: lowest compared OMol25 entry of this formula, charge and spin) = 426.0 kJ/mol
largest force on an atom = 0.095 hartree/bohr
orbital gap = 0.3052 Eh
HOMO level = -9.1 eV
lowest unoccupied orbital energy = -0.819 eV

Bonds (Å) are listed after each position.
Atoms and positions in Å:
1 C -1.88739 0.66280 0.63942  H6 1.269, O11 1.435
2 C -0.29339 -0.87201 -0.04845  C3 1.518, H8 1.140, H9 1.182, O11 1.312
3 C 1.10100 -0.34620 0.23808  C2 1.518, C4 1.440, S12 1.564
4 C 1.81574 0.35116 -0.79992  C3 1.440, H10 1.177, Cl13 1.820, Cl14 1.760
5 H -3.26777 0.63608 0.20073  no bonds
6 H -1.31796 1.79321 0.73577  C1 1.269
7 H -1.76981 -0.33166 1.70324  no bonds
8 H -0.01815 -1.62945 -0.85534  C2 1.140
9 H -0.68996 -1.51236 0.86235  C2 1.182
10 H 2.98232 0.32395 -0.64572  C4 1.177
11 O -1.24543 -0.05151 -0.42635  C1 1.435, C2 1.312
12 S 1.85901 -0.64021 1.57426  C3 1.564
13 Cl 1.15133 2.04505 -0.81800  C4 1.820
14 Cl 1.58047 -0.42887 -2.36006  C4 1.760

***

Entry 3:
An isolated molecule of C4H6Cl2Si in a non-equilibrium geometry. Source: OMol25; level of theory: ωB97M-V/def2-TZVPD.

relative energy (zero: lowest compared OMol25 entry of this formula, charge and spin) = 340.0 kJ/mol
largest force on an atom = 0.059 hartree/bohr
orbital gap = 0.3224 Eh
HOMO level = -9.7 eV
lowest unoccupied orbital energy = -0.934 eV

Bonds (Å) are listed after each position.
Atoms and positions in Å:
1 C 2.02966 0.98547 1.31189  C2 1.336, H8 1.019, H9 1.073
2 C 0.90779 0.67247 0.65759  C1 1.336, C3 1.480, H10 1.039
3 C 0.93537 -0.43283 -0.32621  C2 1.480, C4 1.326, H11 1.164
4 C -0.12743 -0.93415 -0.94008  C3 1.326, Si5 1.919, H12 1.166
5 Si -1.94534 -0.35898 -0.72305  C4 1.919, Cl6 2.521, Cl7 1.975, H13 1.554
6 Cl -3.55423 1.51205 -0.20582  Si5 2.521
7 Cl -2.57426 -1.57090 0.70415  Si5 1.975
8 H 2.92220 0.69216 0.91793  C1 1.019
9 H 2.09659 1.69147 2.11685  C1 1.073
10 H 0.03762 1.20457 0.85505  C2 1.039
11 H 1.94782 -0.94495 -0.58834  C3 1.164
12 H -0.14244 -1.85883 -1.65004  C4 1.166
13 H -2.53333 -0.65755 -2.12991  Si5 1.554